Model w:
The following is a quantum chemistry calculation of a molecular structure, C3H8N4O, from the OMol25 dataset.

Last column: Löwdin charge in e.
Positions of all 16 atoms, in Å:
C: 1.02975 1.37037 -0.22551  -0.09
H: -1.38624 1.12839 -0.37990  0.12
H: -0.25290 0.81074 -2.58730  0.08
N: 1.70013 1.46415 0.77704  0.06
N: -0.68834 0.57538 0.10379  -0.10
H: 1.28516 -2.56421 0.57115  0.09
H: 2.65302 1.16422 0.94016  0.07
N: 0.52630 -1.43028 -0.71916  0.05
H: -1.59232 1.02312 1.92770  0.09
H: -0.21353 -0.09520 2.01467  0.06
O: 0.81219 -1.72621 0.64562  -0.09
C: -1.10382 0.17161 1.45108  -0.08
H: -1.78138 -0.68625 1.41569  0.08
H: -0.34588 -0.83267 -2.82132  0.09
C: -0.06971 -0.30658 -0.91464  -0.54
N: -0.57243 -0.06657 -2.19909  0.10

HOMO level = -8.005 eV
Multiplicity = 1
Total charge = 0
HOMO-LUMO gap = 8.943 eV

Model x:
The following is a quantum chemistry calculation of a molecular structure, C3H8N4O, from the OMol25 dataset.

Last column: Löwdin charge in e.
Positions of all 16 atoms, in Å:
N: 1.70028 0.78422 -1.23772  0.10
H: 2.72583 0.90217 -1.44356  0.13
H: -0.16760 -1.35493 3.05622  -0.02
C: 1.26431 0.13515 -0.08572  -0.47
N: -0.84830 -0.69697 1.16618  0.04
H: 0.84451 0.93620 -1.87523  0.02
H: 0.32054 0.21512 2.95984  0.11
N: -1.08763 -0.51368 -0.94430  0.00
H: -1.60239 -0.45437 3.12094  0.09
O: 1.82382 -0.23163 0.87733  0.07
C: -0.54355 -0.53186 2.69847  -0.06
H: -0.50191 -0.27901 -3.02587  0.01
N: -0.47740 0.28660 -2.27788  -0.01
C: -0.21515 -0.41682 0.10915  -0.40
H: -2.36958 -0.08969 -0.81020  0.26
H: -0.86578 1.30951 -2.28765  0.14

HOMO level = -8.835 eV
Multiplicity = 1
Total charge = 0
HOMO-LUMO gap = 9.224 eV

Most stable: model w. Least stable: model x.

Model w:
The following is a quantum chemistry calculation of a molecular structure, C3H4N2S2, from the OMol25 dataset.

Last column: Löwdin charge in e.
Positions of all 11 atoms, in Å:
S: 0.88884 1.77210 -0.24611  0.94
C: 1.57670 0.19904 0.00437  -1.16
S: 3.11595 -0.26707 -0.26293  0.66
N: -0.65853 1.15145 0.12598  -0.37
C: -0.86529 -0.20822 -0.16570  -0.47
H: 0.67788 -1.18341 1.24126  0.10
H: -1.54376 2.08353 0.33133  0.25
C: 0.53836 -0.68086 0.37236  -0.25
H: -2.53512 -0.35690 -0.54930  -0.01
H: 0.62021 -1.55632 -0.32068  0.14
N: -1.81524 -0.95333 -0.53057  0.18

HOMO level = -8.619 eV
Multiplicity = 1
Total charge = 0
HOMO-LUMO gap = 8.277 eV

Model x:
The following is a quantum chemistry calculation of a molecular structure, C3H4N2S2, from the OMol25 dataset.

Last column: Löwdin charge in e.
Positions of all 11 atoms, in Å:
C: 0.06138 0.11985 0.03700  -0.51
H: 1.70447 -1.86774 2.04486  0.05
S: -1.46593 2.12890 -1.04988  0.72
C: 1.23749 -1.21502 1.34911  -0.35
H: -0.15430 -1.90880 -0.21644  0.07
C: 0.32597 -1.20292 0.32151  -0.12
H: -1.75383 2.07030 -2.31407  -0.17
N: -0.87203 0.54597 -1.12331  -0.41
N: 0.74540 1.08077 0.58556  -0.30
S: 1.71722 0.40128 1.71732  0.97
H: -1.54585 -0.15260 -1.35168  0.05

HOMO level = -8.088 eV
Multiplicity = 1
Total charge = 0
HOMO-LUMO gap = 8.882 eV

Model y:
The following is a quantum chemistry calculation of a molecular structure, C3H4N2S2, from the OMol25 dataset.

Last column: Löwdin charge in e.
Positions of all 11 atoms, in Å:
N: -0.61886 1.11133 0.27098  -0.30
H: -2.05468 0.37957 1.77475  -0.13
S: -1.44668 -0.64610 2.46456  0.69
N: -0.30204 -1.06479 1.19729  -0.36
C: 0.08834 0.00154 0.25165  -0.55
C: 0.73491 0.63195 -1.81055  -0.33
S: -0.33795 1.88864 -1.18531  0.95
H: 0.49521 -1.60142 1.44624  0.05
C: 0.83395 -0.30363 -0.83959  -0.17
H: 1.29185 -1.23464 -0.86991  0.10
H: 1.31595 0.83755 -2.70012  0.07

HOMO level = -8.066 eV
Multiplicity = 1
Total charge = 0
HOMO-LUMO gap = 8.700 eV

Model z:
The following is a quantum chemistry calculation of C3H4N2S2 in the gas phase, from the OMol25 dataset.

Last column: Löwdin charge in e.
Positions of all 11 atoms, in Å:
S: 3.27225 0.12324 0.51869  0.26
H: 3.45064 1.50658 0.15483  -0.14
N: 0.39402 -0.60649 -0.15865  -0.46
C: -0.70824 0.42986 -0.41873  -0.04
N: -1.58336 -1.49304 0.31772  0.04
H: -2.84850 0.08203 0.10335  0.12
S: 1.92780 -0.57886 -0.88795  0.48
H: 0.00222 -2.72846 0.45973  0.13
C: -0.35122 -1.72388 0.21307  -0.26
H: -0.33353 1.32735 -0.81605  0.08
C: -1.79173 -0.21867 -0.02980  -0.21

SMILES = SSn1ccnc1
HOMO level = -9.498 eV
Multiplicity = 1
Total charge = 0
HOMO-LUMO gap = 9.754 eV

Most stable: model z. Least stable: model w.

Model w:
The following is a quantum chemistry calculation of C3H4BrN3 in the gas phase, from the OMol25 dataset.

Last column: Löwdin charge in e.
Positions of all 11 atoms, in Å:
C: 0.27772 -0.71797 1.21877  -0.12
C: 0.36728 0.17240 -0.13944  -0.85
H: -1.27431 1.44513 0.25000  0.03
H: -0.73479 1.66492 -1.45210  0.12
N: 0.69753 -0.85477 -1.05713  -0.05
H: 0.02408 -0.37481 2.25942  0.13
H: -1.66851 0.27851 -0.86173  0.05
C: -0.93908 0.95089 -0.56141  -0.06
Br: 1.96638 1.29514 -0.04078  0.72
N: 0.77202 -1.91705 -0.51225  -0.02
N: 0.51168 -1.94238 0.89666  0.05

SMILES = C[C@@]1(Br)C=NN=N1
HOMO level = -10.215 eV
Multiplicity = 1
Total charge = 0
HOMO-LUMO gap = 9.558 eV

Model x:
The following is a quantum chemistry calculation of C3H4BrN3 in the gas phase, from the OMol25 dataset.

Last column: Löwdin charge in e.
Positions of all 11 atoms, in Å:
H: -1.65864 -2.31558 0.52074  0.10
H: -1.83369 1.46601 -0.14761  0.15
H: 0.25071 2.36842 0.15137  0.08
Br: 4.03262 -0.30690 -0.11247  0.13
C: -0.98870 0.73114 0.04396  -0.11
N: 1.41863 0.75327 -0.08431  -0.13
H: -0.90429 -1.66389 -0.92276  0.13
C: -1.25368 -0.44324 0.60145  -0.08
N: -1.20390 -1.58743 0.03720  0.15
C: 0.27087 1.34205 -0.04194  -0.20
N: 1.87007 -0.34386 -0.04563  -0.22

HOMO level = -8.315 eV
Multiplicity = 1
Total charge = 0
HOMO-LUMO gap = 7.444 eV

Most stable: model w. Least stable: model x.